76
Properties=species:S:1:pos:R:3:forces:R:3 method="wB97M-V/def2-TZVPD" homo_lumo_gap_ev="5.432 / 7.081" spin_multiplicity=5 total_charge=+1 e_homo_ha="-0.343 / -0.395"
C -2.858 -3.143 1.957 0.20 0.08 -0.20
C -1.909 2.048 -2.569 0.11 0.04 -0.50
C -3.427 -3.491 0.763 0.23 0.12 -0.09
C 5.357 0.980 0.755 -0.25 -0.14 -0.11
C 4.748 0.513 -0.408 -0.02 -0.01 0.24
H -3.046 -3.591 -1.356 0.06 -0.01 -0.15
H -3.366 -3.268 2.899 0.02 0.03 0.08
C 4.792 0.094 -4.855 0.03 -0.01 0.01
H -2.281 3.665 -0.392 0.03 -0.07 0.06
H -7.566 1.225 -0.270 -0.08 -0.04 -0.02
H -3.486 0.215 0.508 0.09 -0.07 0.06
H 0.048 2.810 -3.064 -0.09 -0.04 -0.10
C -6.519 1.488 -0.284 -0.03 0.04 0.01
C 4.116 -1.114 -4.905 0.07 -0.04 -0.02
H -0.807 -2.659 -1.176 -0.11 -0.02 0.18
C -0.007 -1.797 3.585 -1.28 -0.45 -0.36
C -6.125 2.743 -0.714 -0.11 0.00 0.00
H 4.652 -2.025 -5.131 0.03 -0.06 -0.01
C 0.205 -1.269 7.332 -0.05 -0.04 -0.06
H 0.105 0.373 -5.200 -0.08 -0.10 0.14
C 2.134 -0.414 6.139 0.03 -0.01 -0.16
N 2.909 -0.437 0.836 0.26 -0.01 0.68
H -6.862 3.463 -1.038 -0.06 0.03 -0.05
N 1.015 -1.377 2.773 0.12 -0.22 0.08
C -0.601 0.984 -0.867 -0.09 0.35 0.23
H 5.188 0.687 -1.375 -0.04 -0.07 -0.16
C -1.557 -2.597 1.999 -0.28 -0.19 -0.66
C -2.662 -3.314 -0.389 0.09 0.04 0.19
Cr 0.972 -1.286 0.867 -0.55 0.98 -1.50
H 1.864 -0.288 8.257 0.02 0.01 0.05
C -1.396 -2.784 -0.278 -0.32 -0.25 -0.82
C 0.074 0.285 -1.893 -0.03 -0.13 -0.32
C 2.732 1.216 -4.342 -0.11 -0.09 0.02
C 1.959 -0.780 3.569 1.23 0.76 -0.27
S -0.147 0.787 0.794 0.26 -0.59 0.27
C 4.741 0.703 1.945 -0.22 -0.13 -0.20
H 3.115 -0.555 -1.221 0.08 0.09 0.19
H -4.485 4.077 -1.028 0.05 0.10 -0.01
N -1.134 -2.317 3.242 0.60 0.33 1.42
C 1.551 -0.857 4.968 -0.87 -0.47 0.45
H 3.094 0.078 6.123 0.10 0.08 0.02
C 0.536 -0.036 -4.281 0.27 -0.28 -0.29
C 1.439 -0.627 7.324 0.06 0.01 -0.06
S 0.932 -1.161 -1.583 0.23 -0.35 0.22
H -1.968 2.382 0.795 -0.05 0.12 -0.19
H -0.837 2.124 -4.451 0.01 0.02 0.07
C -3.825 2.187 -0.262 0.00 0.13 0.00
H 4.619 2.202 -4.526 0.04 0.07 -0.01
H -2.580 1.242 -2.898 0.00 0.18 0.04
H 0.220 -1.079 -4.183 -0.02 0.07 -0.10
N -0.010 0.716 -3.175 -0.07 -0.02 0.38
C 2.045 0.010 -4.406 0.04 -0.01 -0.07
H 5.852 0.131 -5.058 0.09 0.00 0.02
C 4.098 1.256 -4.563 0.07 0.10 0.03
C 0.309 -1.503 4.977 0.87 0.44 0.44
N 3.040 -0.180 3.214 -0.74 -0.32 1.51
C -5.566 0.578 0.148 0.03 -0.06 0.02
H 6.279 1.537 0.720 0.14 0.05 0.00
C -4.226 0.923 0.157 0.05 0.00 -0.02
C -2.368 2.590 -0.200 -0.28 0.21 0.31
H 2.198 2.133 -4.143 -0.06 0.11 0.05
H -2.417 3.004 -2.692 -0.02 -0.03 -0.01
C 3.518 0.000 1.973 0.45 0.16 -0.79
H -1.332 -2.225 6.145 -0.12 -0.03 0.04
C -0.622 2.002 -3.390 -0.45 0.37 0.10
C -4.784 3.089 -0.706 0.14 -0.05 0.06
H 5.152 1.005 2.893 -0.02 0.03 0.09
N -1.562 1.888 -1.176 0.47 -0.41 -0.04
H -5.873 -0.395 0.501 -0.02 -0.10 0.00
N -0.822 -2.388 0.872 -0.24 -0.20 0.56
H 2.226 -2.098 -4.733 -0.07 -0.10 0.04
C 3.565 -0.184 -0.309 0.36 0.08 -0.86
H -4.426 -3.893 0.714 -0.11 -0.07 0.01
C 2.751 -1.155 -4.678 -0.09 0.09 -0.04
H -0.308 -1.419 8.271 -0.02 -0.01 0.05
C -0.379 -1.721 6.155 0.00 -0.04 -0.18



79
Properties=species:S:1:pos:R:3:forces:R:3 method="wB97M-V/def2-TZVPD" homo_lumo_gap_ev=7.274 total_charge=0 e_homo_ha=-0.271
H -8.129 -0.743 -0.016 0.00 0.00 0.00
C 1.940 -4.266 0.243 -0.20 0.07 0.06
N 1.966 2.353 0.372 0.02 -0.04 0.07
C -2.594 -4.598 -4.691 -0.03 0.05 0.07
C -3.745 -3.489 0.603 -0.09 0.06 -0.01
C -7.252 0.348 -1.628 0.09 -0.04 0.00
H -0.970 -2.945 1.435 -0.01 0.01 0.02
H -4.286 -4.804 -1.010 -0.01 -0.01 0.01
H -4.059 0.215 -2.656 -0.01 0.00 -0.01
N 3.772 3.621 0.087 0.08 -0.03 0.01
H -5.420 2.729 -0.716 0.00 0.02 0.01
H 2.246 -6.318 -0.385 0.00 0.00 0.00
H 4.405 1.110 1.567 0.02 -0.01 -0.03
H -4.000 -4.312 3.904 0.00 0.00 0.00
C 1.554 -5.579 -0.003 0.04 -0.02 -0.03
C 4.145 1.175 0.495 0.04 0.01 0.08
C 2.614 5.856 -0.211 0.02 0.05 -0.01
H -6.194 1.363 -3.183 0.00 0.00 0.00
C -1.707 -3.727 -2.665 0.03 0.01 0.00
C -6.040 -1.219 -0.314 -0.03 -0.01 0.04
C -3.856 1.460 1.107 -0.37 0.26 -0.22
C -1.545 -4.514 -3.797 0.01 -0.03 -0.04
Sb -3.030 -1.879 -0.612 -0.07 0.03 -0.23
C -4.949 -0.023 -2.084 -0.03 0.01 -0.01
F -8.403 0.996 -1.905 -0.03 0.01 0.00
C 0.206 5.605 -0.053 -0.08 -0.03 0.01
C -0.661 -4.960 0.782 -0.04 0.00 0.04
C -3.788 -3.935 -4.489 0.03 -0.05 -0.05
F -4.891 -6.582 3.058 -0.01 -0.02 0.01
H -4.868 -2.644 -3.180 0.00 0.01 0.01
H -0.626 -5.051 -3.992 0.00 0.00 0.00
C 1.344 6.401 -0.235 0.05 0.01 -0.01
S -2.793 2.050 -0.069 -0.20 0.11 -0.10
C -5.499 3.033 0.326 0.08 0.00 -0.03
C -4.616 -5.729 0.885 -0.01 -0.03 0.05
H -4.584 -4.029 -5.215 0.00 -0.01 0.00
H 4.331 -1.169 1.583 0.02 0.01 -0.03
H -0.883 -3.658 -1.961 0.01 0.00 0.01
H -6.009 -1.928 0.505 -0.01 0.00 -0.01
C 2.698 4.487 0.002 -0.15 -0.05 0.01
N 3.142 -3.594 0.114 0.10 0.04 -0.03
H 3.494 6.470 -0.349 0.00 -0.01 0.00
C -7.231 -0.563 -0.592 -0.05 0.04 -0.03
N 1.696 -2.080 0.857 0.08 -0.06 0.14
F -2.446 -5.354 -5.799 0.01 -0.01 -0.01
C -4.894 -0.960 -1.057 0.03 -0.07 -0.01
C -4.053 -4.400 2.827 -0.01 -0.04 0.02
C -4.518 -5.566 2.254 0.01 0.03 -0.05
Cs -0.490 0.161 1.129 0.60 0.15 0.25
H 4.864 -1.571 -0.051 -0.02 -0.02 -0.02
C 1.568 3.675 0.181 0.21 0.16 -0.01
H 4.744 3.849 -0.023 0.00 0.02 -0.01
C 3.268 2.375 0.309 -0.08 -0.14 -0.08
C -4.226 -4.680 0.065 0.00 0.00 -0.03
O -5.093 1.974 1.192 -0.01 -0.05 0.07
H -1.682 -5.252 0.995 0.07 -0.01 0.00
C -3.667 -3.363 1.988 -0.02 -0.01 0.04
C 0.238 -5.903 0.268 0.03 -0.04 -0.01
H -4.991 -6.661 0.482 0.00 0.00 0.00
C -0.270 -3.657 1.020 0.03 -0.01 0.00
H 2.482 0.063 0.283 0.00 -0.01 -0.05
H -0.771 6.070 -0.078 0.00 0.00 0.00
H 1.227 7.464 -0.398 0.00 0.00 0.00
H -4.881 3.916 0.488 -0.01 0.00 -0.01
C 1.045 -3.300 0.726 0.13 -0.20 -0.08
N 3.459 -0.010 0.026 -0.07 0.01 0.02
C 2.928 -2.304 0.497 -0.07 0.02 -0.07
H -0.105 -6.914 0.090 0.00 0.00 0.00
C -3.930 -3.161 -3.345 -0.05 0.03 0.02
H -6.534 3.234 0.590 0.00 -0.01 0.01
C 3.995 -1.257 0.535 0.03 0.02 0.08
H -0.594 3.642 0.297 -0.01 -0.02 -0.01
H 4.010 -3.968 -0.224 0.00 -0.01 -0.02
S -3.597 0.227 2.228 0.02 -0.16 0.13
H -3.316 -2.436 2.427 -0.01 -0.04 0.00
C -2.897 -3.043 -2.420 -0.02 0.00 0.09
C -6.133 0.633 -2.387 -0.07 0.01 -0.02
H 5.085 1.310 -0.049 -0.01 0.04 -0.01
C 0.297 4.242 0.156 -0.03 -0.01 0.02



71
Properties=species:S:1:pos:R:3:forces:R:3 method="wB97M-V/def2-TZVPD" homo_lumo_gap_ev=3.245 total_charge=+1 e_homo_ha=-0.364 relative_energy_kj_mol=51.6
H -1.679 3.500 7.398 0.36 0.08 0.39
H 4.111 3.342 3.196 -0.18 0.29 0.14
C -2.140 0.603 5.565 0.29 0.08 0.24
H 2.511 1.995 4.416 0.20 0.54 0.25
C 3.458 3.837 3.918 -0.44 0.13 0.20
H 1.104 5.479 6.551 0.43 -0.21 -0.32
H 4.172 5.836 3.520 -0.20 -0.14 0.24
H 1.935 4.814 10.573 -0.29 -0.01 -0.18
H -2.741 -0.205 5.991 0.21 0.30 -0.17
C 0.897 2.713 6.556 -0.09 -0.18 -0.18
H 1.473 -1.380 8.586 0.26 0.18 0.02
H 0.222 -0.967 -0.636 -0.37 -0.30 0.13
H -2.261 4.600 9.544 0.36 0.02 -0.07
H 1.790 0.035 0.219 0.17 0.34 -0.26
H -3.098 0.674 1.654 0.11 -0.32 -0.11
H -0.070 3.555 4.107 -0.14 -0.27 0.17
C 1.458 3.856 8.709 -0.22 0.09 0.28
H -1.980 2.640 2.847 -0.09 -0.06 0.23
C 1.590 0.803 8.323 -0.28 -0.01 -0.38
C 1.780 5.013 5.823 0.17 -0.04 -0.19
H -0.459 5.300 11.134 0.07 -0.20 -0.33
H 1.205 -1.518 6.263 0.24 -0.09 0.16
C 1.134 4.519 9.892 -0.03 -0.15 -0.21
C 2.622 5.813 5.034 -0.09 -0.24 0.07
C -0.303 2.176 5.763 -0.11 0.61 0.19
C -2.601 -0.161 1.163 0.53 0.33 -0.11
C 2.576 1.597 -1.068 0.89 -0.97 -0.14
C 1.786 3.618 5.678 -0.55 0.46 -0.25
F 1.346 4.985 -1.479 0.09 -1.59 0.46
H 2.848 1.886 7.036 -0.39 0.40 -0.03
C -0.883 3.753 8.109 0.02 0.07 0.34
C 0.447 3.435 7.825 0.25 0.49 0.02
H -3.165 -3.449 0.423 0.00 0.02 -0.14
H 0.542 0.836 8.629 0.11 -0.06 0.03
F -0.831 -3.369 -0.787 -0.82 1.59 0.75
F 3.634 0.823 -1.501 -1.43 1.06 0.72
C 3.489 5.223 4.111 -0.03 -0.03 -0.06
H 2.966 -1.313 6.165 -0.13 0.10 0.20
C 0.483 3.183 -0.203 -0.54 -0.41 0.17
C 0.505 1.799 0.168 1.45 0.58 -0.08
C -2.668 -2.488 0.427 0.26 0.75 0.19
H -0.334 3.822 0.138 0.28 -0.11 -0.18
H -1.291 2.035 1.263 0.21 -0.28 -0.09
H 2.595 6.899 5.159 0.08 -0.40 -0.06
H 3.211 3.312 -2.254 -0.01 -0.11 0.05
C -1.693 2.166 3.783 0.19 -0.33 0.26
C 1.805 1.504 6.956 1.40 0.38 0.86
H 2.512 3.670 8.462 -0.52 0.07 0.13
C 2.039 -0.852 6.547 -0.34 -0.63 -0.03
C 2.563 3.059 4.656 0.49 0.18 -0.15
C -1.211 4.403 9.314 0.28 -0.07 -0.19
C -0.658 1.280 0.795 -0.77 0.20 -0.99
C -3.240 -1.378 1.049 -1.06 -0.08 0.51
H -3.125 0.552 3.649 -0.04 0.16 0.36
C -0.205 4.786 10.203 -0.09 -0.08 -0.12
H 1.767 0.569 5.016 -0.05 0.06 0.46
H 3.119 -0.704 8.422 -0.28 -0.18 -0.03
C -1.279 0.014 0.626 -0.57 -1.03 -0.04
C 2.485 2.901 -1.563 -0.44 -0.10 0.50
C -2.377 1.046 4.264 0.00 0.38 0.02
C -0.630 2.710 4.512 -0.28 -0.36 0.05
H 2.181 1.296 9.102 -0.29 -0.13 -0.17
C -1.139 1.206 6.336 -0.33 -0.17 -0.49
H -1.037 0.935 7.391 0.14 -0.04 -0.55
C 2.082 -0.631 8.069 0.28 -0.13 0.16
C 1.433 3.677 -1.081 -0.02 0.95 -0.20
C 1.659 1.042 -0.181 -0.28 -0.04 -0.58
C -1.420 -2.287 -0.162 1.02 -0.88 -0.51
F -4.491 -1.510 1.599 1.50 0.13 -0.67
N 1.795 0.450 6.014 -0.51 -0.71 -0.90
C -0.727 -1.084 -0.113 -0.05 0.12 0.24



78
Properties=species:S:1:pos:R:3:forces:R:3 method="wB97M-V/def2-TZVPD" homo_lumo_gap_ev="7.239 / 6.434" spin_multiplicity=3 total_charge=-1 e_homo_ha="-0.189 / -0.193" relative_energy_kj_mol=163.9
H 1.184 1.549 -2.849 0.01 0.01 0.03
S -1.104 -0.309 4.336 0.19 -0.12 -0.73
H -4.382 1.236 0.248 -0.02 0.01 -0.01
H 2.216 -5.561 -3.550 0.00 -0.01 0.00
C 0.919 -3.854 -3.653 0.01 -0.03 -0.01
H 2.873 4.203 0.872 0.00 -0.01 0.00
C 0.196 1.261 -3.186 0.06 -0.05 -0.03
Pd -0.582 -0.682 1.851 -0.11 -0.82 0.51
H -4.233 2.415 -1.936 -0.01 -0.01 -0.01
C 2.119 0.292 -0.637 0.08 -0.12 -0.02
C -2.604 -5.150 1.437 0.04 0.04 -0.02
C 1.613 7.270 0.239 -0.01 0.07 -0.01
C 0.833 4.768 1.249 0.13 0.06 0.04
C -2.256 -3.924 0.842 0.01 -0.08 -0.01
C -0.069 5.831 1.175 -0.05 -0.02 -0.02
H -3.560 -5.606 1.219 0.00 -0.01 0.00
H -1.095 5.690 1.499 0.00 -0.01 0.02
C -0.543 0.316 -2.480 -0.01 0.03 -0.03
H -2.190 3.705 -2.482 -0.01 0.00 -0.03
C -3.416 2.467 -1.227 0.01 0.00 0.02
H 3.547 6.381 -0.017 0.01 0.01 0.00
C -2.275 3.194 -1.531 0.01 -0.03 -0.03
C -2.456 1.892 0.906 -0.03 -0.02 0.13
H -2.558 1.415 1.876 -0.02 0.03 -0.08
C 2.137 4.997 0.823 0.05 0.00 -0.05
H 0.278 2.586 -4.869 0.00 0.00 0.00
C -1.299 2.618 0.613 0.00 0.04 -0.11
H 2.683 2.224 2.001 0.03 -0.03 -0.03
C -0.311 1.849 -4.336 0.00 0.04 -0.01
C 0.310 7.065 0.673 -0.01 0.03 -0.01
C 1.805 -3.260 -1.095 0.00 0.04 0.00
H -1.968 1.957 -5.698 0.00 0.00 -0.01
H -2.417 -0.738 -2.416 0.01 0.01 0.02
H -0.414 7.870 0.622 0.00 0.01 -0.01
H 1.505 2.365 -0.622 -0.02 0.00 -0.01
C -1.809 -0.017 -2.953 -0.09 -0.05 0.06
O 0.315 -0.127 3.791 -0.13 0.30 0.01
H 1.755 0.768 1.883 -0.04 0.04 0.02
C 1.644 -4.892 3.695 0.01 0.00 0.00
C -1.715 -5.738 2.291 0.03 -0.01 -0.03
H 2.158 -3.034 -0.099 0.01 0.00 0.01
H 3.177 2.084 -0.225 -0.02 0.04 0.00
C -1.226 3.258 -0.624 0.03 0.02 -0.05
O -1.495 -1.608 3.628 0.03 0.21 0.00
C 0.954 -3.100 2.195 -0.10 0.15 -0.16
I 0.289 -7.464 4.389 -0.02 -0.07 0.05
H 1.912 8.235 -0.151 0.00 0.00 -0.01
I 3.596 -2.597 3.524 0.02 0.08 -0.05
C 2.284 -4.381 -1.757 0.03 -0.04 0.02
C 2.527 6.233 0.317 0.03 -0.03 0.00
H 3.005 -5.021 -1.263 0.00 0.00 0.00
O -1.910 0.750 3.702 -0.18 0.12 0.32
C -1.570 1.498 -4.801 -0.02 0.02 -0.01
C 0.875 -2.421 -1.707 0.01 -0.05 0.01
C -0.485 -5.106 2.570 0.02 -0.13 0.13
C -3.498 1.808 -0.009 0.00 -0.01 -0.03
H -2.941 -3.438 0.153 -0.01 0.01 0.01
C -0.244 -3.870 1.935 0.05 0.11 -0.04
C 1.841 -4.684 -3.036 -0.01 0.01 -0.01
H -0.271 -2.091 -3.502 0.01 0.02 0.02
C 1.859 -3.643 3.080 0.09 -0.30 0.15
H 2.398 -5.274 4.370 -0.01 -0.01 0.01
N -1.123 -3.314 1.071 -0.17 0.04 0.03
O -1.160 -0.394 5.762 -0.01 -0.03 0.11
C 2.165 1.703 -0.053 0.00 0.08 0.01
Sb 0.176 2.925 2.165 -0.16 -0.01 0.20
C 1.854 1.767 1.451 0.08 -0.09 -0.07
H 2.717 -0.390 -0.027 0.01 0.01 -0.02
O 1.140 -1.963 1.593 0.12 -0.04 0.06
H 0.568 -4.076 -4.654 0.00 0.00 0.00
C -2.320 0.561 -4.107 -0.02 0.00 -0.02
H -1.944 -6.683 2.766 -0.02 0.01 0.00
C 0.442 -2.728 -2.993 -0.06 -0.02 -0.05
H 2.519 0.269 -1.654 0.03 -0.02 0.02
C 0.510 -5.611 3.455 -0.01 0.15 -0.14
H -0.353 3.841 -0.891 0.02 0.02 0.03
Sb 0.203 -0.654 -0.719 0.08 0.44 -0.10
H -3.306 0.284 -4.458 -0.01 0.00 0.00